15
Properties=species:S:1:pos:R:3 method="wB97M-V/def2-TZVPD" spin_multiplicity=1 charge=+1 lumo_energy_ev="-6.19 / -6.19" de_lowest_ev=7.361 homo_lumo_gap_ev="8.72 / 8.72"
C -1.298 -0.339 -2.208
C -0.791 -1.111 -1.039
C 1.793 0.991 1.303
C -0.791 -0.616 0.367
N 1.383 -0.202 0.751
O 2.152 -0.931 0.183
O 0.029 -0.327 -1.877
H -1.503 -0.993 -2.941
H -1.870 0.519 -2.112
H -0.700 -2.107 -1.137
H 2.862 1.079 1.311
H 1.214 0.981 2.225
H 1.570 1.964 0.856
H -1.162 -1.182 1.259
H -1.051 0.551 0.374

19
Properties=species:S:1:pos:R:3 method="wB97M-V/def2-TZVPD" spin_multiplicity=1 lumo_energy_ev=0.43 de_lowest_ev=0.992 homo_lumo_gap_ev=9.39
H -1.212 -0.874 -1.941
N -0.331 -0.376 -1.808
C -0.498 0.835 -2.162
N 0.392 1.848 -2.034
H -1.458 1.215 -2.533
H 1.251 1.812 -1.485
H 0.066 2.761 -2.291
O 0.043 -1.876 1.597
H -0.238 -1.537 2.444
H 0.288 -2.781 1.766
O 2.687 1.653 -0.016
H 2.388 0.748 -0.150
H 3.297 1.516 0.715
O 2.385 -1.168 -0.164
H 2.287 -1.847 -0.869
H 1.477 -1.243 0.193
O -4.674 -0.279 3.343
H -4.625 -0.754 2.517
H -4.783 -0.991 3.951

14
Properties=species:S:1:pos:R:3 method="wB97M-V/def2-TZVPD" spin_multiplicity=1 lumo_energy_ev=1.03 de_lowest_ev=2.726 homo_lumo_gap_ev=9.65
C -1.724 -0.596 -1.043
N -1.725 0.636 -0.297
C -1.059 0.947 0.666
N -0.526 1.478 1.666
C 1.261 -0.079 0.127
O 1.895 0.438 1.164
N 2.119 -0.699 -0.679
H -2.381 -1.339 -0.578
H -0.702 -0.993 -1.071
H -2.086 -0.402 -2.055
H 1.185 0.923 1.659
H -1.142 1.549 2.467
H 1.766 -1.123 -1.521
H 3.118 -0.740 -0.504

92
Properties=species:S:1:pos:R:3 method="wB97M-V/def2-TZVPD" spin_multiplicity=1 charge=-2 lumo_energy_ev=4.01 de_lowest_ev=0.521 homo_lumo_gap_ev=4.42
Bi 0.419 1.073 -0.451
O 7.087 1.585 -1.503
C 5.967 1.623 -1.111
C 4.766 2.268 -1.811
O 4.790 2.930 -2.803
C 3.555 1.913 -0.994
C 4.028 1.363 0.212
O 3.257 1.040 1.248
C 5.416 1.032 0.164
O 5.995 0.375 1.019
O 2.390 2.084 -1.407
N -5.073 -4.233 2.451
C -3.415 -1.907 1.526
C -4.019 -0.919 0.550
C -3.128 0.318 0.273
N -1.896 -0.108 -0.421
C -2.795 1.008 1.597
C -2.128 0.075 2.613
N -0.767 -0.278 2.154
C -3.013 -1.180 2.796
H -4.940 -4.904 1.698
H -4.524 -3.326 2.107
H -4.523 -4.600 3.226
H -2.576 -2.475 1.088
H -4.978 -0.532 0.945
H -4.237 -1.409 -0.412
H -3.637 1.042 -0.378
H -2.118 -0.418 -1.360
H -1.552 -0.908 0.116
H -3.736 1.360 2.032
H -2.160 1.885 1.417
H -2.067 0.615 3.573
H -0.397 -1.022 2.735
H -0.171 0.537 2.290
H -3.925 -0.829 3.314
H -2.493 -1.862 3.489
C 0.323 -2.588 -0.692
Si 1.679 -1.346 -0.243
C 2.953 -1.481 -1.649
C 2.711 -2.245 1.138
C 2.705 -3.640 0.994
C 3.509 -4.478 1.756
C 4.370 -3.940 2.699
C 4.401 -2.566 2.866
C 3.588 -1.706 2.118
Si 3.648 0.092 2.615
C 5.041 0.604 3.744
C 2.141 0.369 3.703
H 0.736 -3.483 -1.169
H -0.370 -2.148 -1.412
H -0.251 -2.895 0.191
H 3.161 -2.541 -1.826
H 3.899 -1.004 -1.373
H 2.610 -1.034 -2.588
H 2.056 -4.097 0.258
H 3.466 -5.550 1.600
H 5.010 -4.583 3.293
H 5.085 -2.140 3.599
H 4.935 0.049 4.682
H 4.916 1.668 3.976
H 6.042 0.446 3.339
H 2.438 0.455 4.755
H 1.438 -0.467 3.629
H 1.611 1.285 3.415
Cl -1.264 5.621 3.186
C -0.223 4.159 3.201
C -0.117 3.414 1.859
O -0.548 3.924 0.822
O 0.471 2.291 2.006
H -0.618 3.480 3.948
H 0.773 4.473 3.499
C -5.109 2.198 -5.846
C -3.862 1.754 -5.117
C -3.298 2.527 -4.114
C -2.122 2.158 -3.458
C -1.568 3.074 -2.401
C -1.495 0.955 -3.822
Se 0.155 0.332 -3.062
C -2.054 0.152 -4.829
C -1.417 -1.152 -5.242
C -3.224 0.567 -5.457
H -5.610 3.006 -5.310
H -5.815 1.372 -5.960
H -4.864 2.562 -6.849
H -3.780 3.459 -3.829
H -2.092 4.030 -2.400
H -0.505 3.264 -2.568
H -1.675 2.644 -1.403
H -1.390 -1.853 -4.404
H -0.380 -0.998 -5.547
H -1.970 -1.602 -6.068
H -3.651 -0.062 -6.235

57
Properties=species:S:1:pos:R:3 method="wB97M-V/def2-TZVPD" spin_multiplicity=1 lumo_energy_ev=0.61 homo_lumo_gap_ev=11.34
O 3.812 0.322 -1.454
C 3.402 -0.623 -0.976
O 2.394 -1.366 -1.520
C 2.894 -2.710 -1.345
C 3.308 -2.589 0.100
F 2.270 -2.671 0.951
C 4.385 -3.550 0.628
O 4.880 -4.459 -0.360
C 5.924 -4.043 -1.099
F 6.113 -2.747 -1.087
F 5.714 -4.387 -2.342
F 7.017 -4.603 -0.711
O 3.803 -1.271 0.151
H 3.751 -2.736 -2.007
H 2.183 -3.471 -1.622
H 5.159 -3.016 1.165
H 3.877 -4.163 1.357
C -0.501 -0.823 0.590
C -1.544 0.041 1.292
C -1.550 -0.130 2.810
C -1.894 -1.537 3.300
C -3.244 -2.074 2.829
C -4.430 -1.248 3.319
H -0.688 -1.887 0.740
H -0.514 -0.635 -0.485
H 0.503 -0.597 0.957
H -2.535 -0.171 0.880
H -1.338 1.091 1.065
H -2.251 0.589 3.244
H -0.564 0.141 3.202
H -1.875 -1.537 4.395
H -1.110 -2.234 2.990
H -3.356 -3.098 3.198
H -3.268 -2.138 1.738
H -4.450 -1.204 4.409
H -5.369 -1.692 2.984
H -4.397 -0.227 2.935
C -3.067 4.719 -2.872
C -2.757 3.273 -2.496
C -2.211 3.118 -1.077
C -0.879 3.823 -0.816
C 0.266 3.403 -1.737
C 0.630 1.928 -1.609
H -2.170 5.341 -2.859
H -3.485 4.771 -3.878
H -3.795 5.153 -2.184
H -2.059 2.846 -3.221
H -3.677 2.687 -2.576
H -2.109 2.052 -0.854
H -2.951 3.503 -0.368
H -0.587 3.635 0.222
H -1.017 4.906 -0.895
H 1.145 4.004 -1.489
H 0.023 3.633 -2.778
H 0.918 1.691 -0.582
H 1.473 1.684 -2.257
H -0.202 1.283 -1.895

57
Properties=species:S:1:pos:R:3 method="wB97M-V/def2-TZVPD" spin_multiplicity=1 lumo_energy_ev=0.33 de_lowest_ev=0.433 homo_lumo_gap_ev=9.19
C -5.414 -2.309 -0.188
C -4.353 -1.298 -0.610
O -3.094 -1.555 0.000
C -2.722 -0.859 1.101
C -3.635 -0.311 2.001
C -3.207 0.354 3.132
C -1.855 0.490 3.400
C -0.942 -0.028 2.507
C -1.348 -0.704 1.357
C -0.278 -1.102 0.416
O 0.821 -0.546 0.445
N -0.509 -2.108 -0.434
C 0.420 -2.379 -1.509
C 1.820 -1.797 -1.292
O 2.302 -0.975 -2.027
O 2.527 -2.476 -0.376
C 3.930 -2.238 -0.342
C 4.451 -1.025 0.444
O 5.652 -0.871 0.564
N 3.524 -0.220 0.969
C 3.851 1.001 1.662
C 3.641 2.250 0.779
C 2.264 2.232 0.185
C 1.150 2.554 0.956
C -0.127 2.364 0.461
C -0.279 1.853 -0.812
S -1.888 1.386 -1.401
N -2.260 2.486 -2.610
O -2.877 1.577 -0.379
O -1.808 0.108 -2.046
C 0.807 1.587 -1.619
C 2.081 1.785 -1.119
H -5.612 -2.254 0.879
H -6.336 -2.111 -0.727
H -5.081 -3.317 -0.421
H -4.158 -1.383 -1.684
H -4.660 -0.270 -0.403
H -4.693 -0.397 1.814
H -3.938 0.767 3.811
H -1.520 1.004 4.288
H 0.120 0.085 2.670
H -1.470 -2.387 -0.579
H 0.038 -1.943 -2.440
H 0.522 -3.464 -1.617
H 4.370 -3.136 0.097
H 4.302 -2.122 -1.368
H 2.544 -0.379 0.769
H 3.218 1.071 2.551
H 4.900 0.939 1.962
H 4.389 2.245 -0.014
H 3.790 3.136 1.399
H 1.284 2.918 1.964
H -1.007 2.556 1.055
H -1.626 2.444 -3.390
H -2.379 3.421 -2.258
H 0.657 1.167 -2.600
H 2.933 1.532 -1.728